DFT (ωB97M-V/def2-TZVPD) results for C2H10F3N2Ni as an isolated structure at a distorted geometry.

LUMO (alpha / beta): 3.990 / 3.890 eV
energy relative to the best compared isomer or geometry (same formula, charge and spin): 17.5 kcal per mole
total charge: -1
2S+1: 3
gap between HOMO and LUMO (alpha / beta): 3.7319 / 9.2769 eV
highest occupied orbital energy (alpha / beta): 0.26 / -5.39 eV

```
18
Properties=species:S:1:pos:R:3:forces:R:3
C -1.8331 0.3506 -1.3401 -3.4 2.6 -2.5
Ni -0.3835 0.1826 -0.4044 2.9 0.7 3.0
N 1.3282 -0.0262 0.8555 -0.2 0.5 0.9
N 0.7060 -0.6199 -1.8672 -0.2 0.1 -0.9
H 1.2217 -0.8870 1.3994 0.1 0.2 -0.3
H -0.3997 1.5648 -0.9524 0.0 0.1 -0.1
H -2.6265 1.0652 -0.9192 0.9 -1.2 -0.6
H -2.1041 -0.6913 -1.1635 -0.4 -0.5 -0.1
H -1.7576 0.5804 -2.4675 -0.1 -0.6 1.6
H 1.0508 -1.5253 -1.5870 0.5 -0.7 0.0
H 1.5149 -0.0306 -2.1158 -0.1 -0.2 0.2
H 0.1866 -0.7576 -2.7405 0.1 -0.1 0.0
H 2.2274 -0.0469 0.4112 0.6 -0.1 -0.4
H 1.3422 0.7335 1.5583 0.0 -0.4 -0.6
F -2.5118 0.8082 1.6013 -0.1 0.3 0.8
C -1.1583 0.6993 1.4924 0.4 -0.7 -1.9
F -0.6200 1.8963 1.9799 -0.5 -0.4 0.2
F -0.7782 -0.2471 2.4449 -0.5 0.3 0.7
```
Forces are in eV/Å.